(1)
The following is a DFT calculation (ωB97M-V with the def2-TZVPD basis set) of 6 unconnected molecules or ions with the total composition C30H61FN5O9P2 in a non-equilibrium geometry.

Properties
Electronic energy: -2913.15394 Eh
HOMO: -4.13 eV
Total charge: -1

The geometry in XYZ format:
```
108
C30H61FN5O9P2 | the OMol25 dataset | ωB97M-V with the def2-TZVPD basis set
C 4.5504 0.1453 5.6255
C 4.2640 0.2177 4.2921
P 2.5104 -0.3148 3.7102
C 3.1146 -1.3064 2.1805
C 4.3657 -2.1572 2.3009
C 4.5159 -3.0144 3.5545
F 5.5495 -1.4474 2.0397
C 0.6864 -0.6973 3.2223
C -0.3342 0.1761 3.9406
C -0.6250 -0.3064 5.3793
O -1.5754 0.3525 3.2362
C -2.1950 -0.8448 2.8475
C -3.6880 -0.7999 3.1197
C -4.4572 -1.8511 2.6190
C -5.8234 -1.9132 2.8459
C -6.4216 -0.9025 3.5956
C -5.6588 0.1489 4.0764
C -4.2842 0.2149 3.8521
P 2.4745 1.6892 2.5035
O 1.3925 1.7598 1.4770
O 2.2031 2.9133 3.5492
O 3.8999 2.0384 1.7429
H 4.7859 1.0101 6.2414
H 4.5445 -0.8514 6.0715
H 5.0616 0.5482 3.6217
H 2.0033 0.4627 4.8258
H 2.4899 -1.4808 4.5935
H 2.3125 -1.9766 1.8668
H 3.2434 -0.6154 1.3388
H 4.3100 -2.8761 1.4725
H 3.5623 -3.3262 3.9604
H 5.0847 -3.9005 3.2672
H 5.1250 -2.4634 4.2701
H 0.4787 -0.6672 2.1505
H 0.5056 -1.7333 3.5342
H 0.0894 1.1768 4.0326
H -0.5693 0.5560 6.0474
H 0.1006 -1.0355 5.7360
H -1.6484 -0.6722 5.4769
H -2.0916 -0.9342 1.7589
H -1.8050 -1.7295 3.3529
H -3.9825 -2.6344 2.0381
H -6.3739 -2.7605 2.4618
H -7.4861 -0.9610 3.7857
H -6.1193 0.9307 4.6692
H -3.6763 1.0248 4.2265
H 1.5736 3.4797 3.0805
H 3.9738 1.5589 0.9117
C -4.4633 -1.1365 -2.0440
O -5.2415 -1.9727 -1.6088
N -4.0465 -0.0534 -1.3675
C -3.1211 0.9060 -1.9431
C -4.5373 0.1612 -0.0141
H -4.0287 -1.2074 -3.0528
H -2.2182 0.9567 -1.3312
H -3.5891 1.8945 -1.9722
H -2.8494 0.6117 -2.9572
H -4.2634 -0.6819 0.6130
H -5.6263 0.2363 -0.0308
H -4.1121 1.0737 0.3972
C -2.5697 0.0586 -5.8554
O -2.4037 -0.5171 -4.7959
N -3.7656 0.3110 -6.4166
C -3.8894 1.0056 -7.6824
C -4.9721 -0.1262 -5.7293
H -1.7227 0.4322 -6.4559
H -4.4750 1.9166 -7.5414
H -4.3964 0.3653 -8.4070
H -2.9056 1.2672 -8.0677
H -5.0262 0.3371 -4.7438
H -4.9515 -1.2085 -5.5964
H -5.8469 0.1544 -6.3101
C -6.5520 4.3372 -8.5488
O -6.9799 3.4027 -7.9000
N -5.7992 5.3357 -8.0483
C -5.3158 6.4258 -8.8714
C -5.4641 5.3122 -6.6330
H -6.7519 4.4437 -9.6291
H -4.2243 6.4488 -8.8550
H -5.6962 7.3760 -8.4911
H -5.6502 6.2982 -9.8989
H -4.9133 4.4013 -6.3966
H -6.3764 5.3224 -6.0364
H -4.8567 6.1785 -6.3845
C 6.9774 3.5975 -1.1752
O 7.6690 3.8042 -2.1592
N 7.4421 3.4848 0.0789
C 6.5640 3.2387 1.2149
C 8.8696 3.6140 0.3012
H 5.8825 3.4847 -1.2417
H 6.6558 4.0598 1.9289
H 6.8475 2.3051 1.7024
H 5.5337 3.1683 0.8953
H 9.2119 4.5931 -0.0385
H 9.4049 2.8513 -0.2663
H 9.0866 3.4991 1.3602
C 3.8811 -5.7889 1.7708
O 2.7424 -5.5612 2.1191
N 4.4147 -7.0234 1.6354
C 5.7839 -7.2258 1.2126
C 3.5813 -8.1759 1.9258
H 4.5923 -4.9848 1.5243
H 5.8071 -7.8084 0.2883
H 6.3376 -7.7647 1.9853
H 6.2678 -6.2672 1.0370
H 2.7071 -8.1754 1.2735
H 3.2344 -8.1319 2.9590
H 4.1504 -9.0899 1.7714
```

Here are the Mulliken charges for atoms 1 to 6, given in e: -0.6968, -0.4075, 0.5074, -1.1877, 0.3497, -1.3466



(2)
The following is a DFT calculation (ωB97M-V with the def2-TZVPD basis set) of C30H62 in the gas phase.

Properties
Electronic energy: -1180.31258 Eh
HOMO: -10.15 eV
Energy relative to the best compared isomer or geometry (same formula, charge and spin): 40.2 kJ/mol

The geometry in XYZ format:
```
92
C30H62 | the OMol25 dataset | ωB97M-V with the def2-TZVPD basis set
C -9.1249 -2.8909 0.7600
H -9.3153 -2.0233 0.1338
H -8.8575 -2.5460 1.7571
H -10.0478 -3.4623 0.8327
C -8.0081 -3.7570 0.1819
C -7.8289 -5.0078 1.0411
H -7.5236 -4.7331 2.0489
H -7.0682 -5.6608 0.6187
H -8.7605 -5.5657 1.1058
C -6.6841 -2.9894 0.0941
C -6.6735 -1.9092 -0.9875
H -6.8722 -2.3917 -1.9475
C -5.3376 -1.1548 -1.0648
H -4.5557 -1.7507 -0.5888
H -5.0574 -1.0363 -2.1139
C -5.3524 0.2417 -0.4266
C -5.6871 0.1775 1.0609
H -4.9546 -0.4320 1.5867
H -6.6735 -0.2497 1.2171
H -5.6843 1.1722 1.4991
C -3.9909 0.9105 -0.6566
C -3.9653 2.4080 -0.3552
H -4.1983 2.5836 0.6964
H -4.7299 2.9058 -0.9544
C -2.5905 2.9997 -0.6591
H -1.8491 2.4419 -0.0834
H -2.3578 2.8525 -1.7167
C -2.4654 4.4919 -0.3270
C -3.1560 5.3452 -1.3891
H -2.6659 5.2183 -2.3525
H -4.2006 5.0642 -1.4950
H -3.1147 6.3985 -1.1198
H -2.9507 4.6802 0.6375
C -0.9853 4.8852 -0.2103
C -0.3801 4.5004 1.1394
C 1.1448 4.6139 1.1740
C 1.8283 3.5561 0.3060
H 1.2983 2.6094 0.4399
H 1.7514 3.8300 -0.7477
C 3.3061 3.3307 0.6483
C 4.1310 4.5868 0.3806
H 3.7875 5.4121 0.9983
H 5.1804 4.4149 0.6054
H 4.0460 4.8786 -0.6643
C 3.8380 2.1356 -0.1539
C 5.1556 1.5716 0.3741
H 5.0382 1.3184 1.4309
C 5.5666 0.3191 -0.3983
H 4.7231 -0.3738 -0.3902
C 6.7984 -0.3876 0.1788
C 8.0691 0.4134 -0.1012
H 8.0003 1.4135 0.3180
H 8.9345 -0.0776 0.3386
H 8.2324 0.4991 -1.1737
H 6.6745 -0.4718 1.2647
C 6.9390 -1.8030 -0.3996
C 5.9449 -2.8043 0.1864
C 6.1174 -4.1909 -0.4302
H 7.1601 -4.4967 -0.3106
H 5.9127 -4.1371 -1.5023
C 5.2203 -5.2635 0.1977
C 5.6207 -6.6438 -0.3213
H 5.4915 -6.6933 -1.4006
H 6.6624 -6.8559 -0.0909
H 5.0056 -7.4175 0.1329
C 3.7430 -5.0109 -0.0944
H 3.5721 -4.9671 -1.1683
H 3.1347 -5.8141 0.3161
H 3.4084 -4.0764 0.3476
H 5.3686 -5.2455 1.2837
H 6.0957 -2.8688 1.2669
H 4.9273 -2.4541 0.0137
H 7.9503 -2.1661 -0.2004
H 6.8147 -1.7594 -1.4842
H 5.7623 0.5836 -1.4403
H 5.9378 2.3267 0.2969
H 3.0915 1.3372 -0.1263
H 3.9616 2.4305 -1.1986
H 3.3772 3.0869 1.7150
H 1.4376 5.6142 0.8512
H 1.4766 4.4860 2.2077
H -0.6585 3.4748 1.3909
H -0.8042 5.1492 1.9100
H -0.4338 4.4018 -1.0176
H -0.8831 5.9646 -0.3420
H -3.7038 0.7693 -1.7020
H -3.2409 0.4064 -0.0418
H -6.1205 0.8402 -0.9309
H -7.4794 -1.1950 -0.8153
H -5.8847 -3.7010 -0.1289
H -6.4662 -2.5472 1.0672
H -8.2962 -4.0693 -0.8287
```

Here are the natural (NBO) charges for atoms 1 to 6, given in e: -0.6060, 0.2058, 0.1994, 0.2074, -0.2126, -0.5980



(3)
The following is a DFT calculation (ωB97M-V with the def2-TZVPD basis set) of 12 unconnected molecules or ions with the total composition C30H63N3O21 in a non-equilibrium geometry.

Properties
Electronic energy: -2924.05704 Eh
HOMO (alpha / beta): 8.36 / 6.98 eV
Total charge: -7
Spin multiplicity: 2

The geometry in XYZ format:
```
117
C30H63N3O21 | the OMol25 dataset | ωB97M-V with the def2-TZVPD basis set
C -2.0595 -1.5765 0.4072
C -1.1574 -0.5223 1.1365
C 0.0593 -0.2551 0.3576
O -0.3283 0.2653 -0.8976
C 0.6457 1.0078 -1.5542
N -1.9433 0.7866 1.1974
H -2.7574 0.8022 1.7950
H -1.3369 1.4286 1.6876
H -2.1327 1.1778 0.2857
H -2.3992 -1.1055 -0.5152
H -2.9011 -2.0729 0.8903
H -1.4416 -2.4598 0.2453
H -0.9698 -0.7609 2.1834
H 0.5657 -1.1877 0.1086
H 0.7332 0.4138 0.8929
H 1.0035 1.8666 -0.9863
H 0.3190 1.4513 -2.4948
H 1.5610 0.4616 -1.7824
C 1.7024 4.3562 1.1513
C 2.5047 3.4039 2.0336
C 3.3955 2.3890 1.3753
O 3.9882 1.5661 2.4088
C 4.9788 0.7409 1.9083
N 3.0600 4.3032 3.1778
H 2.3694 4.7514 3.7628
H 3.5244 3.6864 3.8290
H 3.7682 4.9779 2.9259
H 1.5073 3.7419 0.2723
H 2.1270 5.2939 0.7928
H 0.7622 4.6487 1.6187
H 1.7842 2.7415 2.5133
H 4.1691 2.7706 0.7089
H 2.7725 1.7944 0.7072
H 5.3147 0.3491 2.8684
H 5.8925 1.0238 1.3856
H 4.5193 -0.1314 1.4435
C 0.3964 -3.2408 -2.4951
C -0.0883 -2.7079 -3.8331
C 0.1384 -1.1683 -4.0273
O -0.4345 -0.7560 -5.2458
C 0.0317 0.4515 -5.8696
N 0.5741 -3.4438 -5.0279
H 1.5662 -3.2546 -5.0296
H 0.2465 -4.3497 -5.3314
H 0.2679 -2.9504 -5.8542
H 0.2227 -4.3083 -2.3597
H -0.1321 -2.6832 -1.7218
H 1.4718 -3.0926 -2.3969
H -1.1662 -2.7967 -3.6972
H 1.1809 -0.8858 -3.8810
H -0.4079 -0.5795 -3.2904
H -0.5019 0.6283 -6.8035
H 1.1021 0.3474 -6.0475
H -0.0595 1.3315 -5.2328
C 1.1537 0.3147 5.1907
C -0.0050 1.2137 4.9831
O -0.3363 1.5300 3.8476
O -0.6532 1.4457 6.0317
H 1.0617 -0.3911 6.0162
H 1.9758 0.9201 5.5724
H 1.5295 -0.3510 4.4137
C -3.0134 5.0102 0.2629
C -2.8523 4.7051 1.7790
O -3.4214 5.5339 2.5885
O -2.0222 3.8403 2.1227
H -2.0268 4.9076 -0.1889
H -3.3907 6.0282 0.1659
H -3.7192 4.2683 -0.1106
C -4.6209 -0.9482 4.2386
C -4.1655 0.4830 4.4952
O -3.6997 1.1452 3.5313
O -4.3401 1.0235 5.5449
H -5.7029 -1.0639 4.1758
H -4.2550 -1.5787 5.0490
H -4.1480 -1.3131 3.3268
C 4.2859 -0.7057 -1.9630
C 5.7799 -0.9083 -1.7124
O 6.5430 0.0250 -1.4672
O 6.1797 -2.0743 -1.9471
H 3.6775 -1.6097 -1.9900
H 4.1374 -0.0721 -2.8375
H 3.9151 -0.2094 -1.0662
C -2.1757 -5.2769 1.0488
C -1.1606 -6.3722 0.5784
O -0.4880 -7.0630 1.3708
O -0.9977 -6.3765 -0.7076
H -2.5900 -5.4478 2.0424
H -3.0183 -5.0188 0.4073
H -1.6011 -4.3544 1.1325
C -2.6315 1.9737 -3.4820
C -3.7649 1.6799 -2.5056
O -3.4064 1.5499 -1.3512
O -4.9762 1.6625 -2.8690
H -2.8648 2.6789 -4.2797
H -2.2757 1.0587 -3.9556
H -1.7413 2.4396 -3.0595
C 2.5334 3.7695 -3.6029
C 3.4291 3.6155 -2.3123
O 3.8207 2.4933 -2.0787
O 3.8430 4.5937 -1.6005
H 2.7350 4.6813 -4.1650
H 1.4671 3.6285 -3.4262
H 2.9059 3.0015 -4.2808
C 2.9567 -2.6169 1.0258
C 2.9492 -3.9946 0.4660
O 2.5192 -4.9362 1.1673
O 3.4308 -4.2093 -0.6617
H 3.6708 -2.4341 1.8287
H 1.9510 -2.5501 1.4408
H 3.0328 -1.8304 0.2749
C -5.9870 -3.7380 2.3149
C -6.4583 -3.7428 0.8671
O -7.1813 -4.6443 0.3986
O -6.0402 -2.8268 0.1177
H -4.8972 -3.7175 2.3092
H -6.3748 -4.5605 2.9159
H -6.4889 -2.9541 2.8821
```

Here are the Mulliken charges for atoms 1 to 6, given in e: -0.4960, 0.2495, 0.2317, 0.6197, 0.8602, 0.7050



(4)
The following is a DFT calculation (ωB97M-V with the def2-TZVPD basis set) of 8 unconnected molecules or ions with the total composition C30H63N5O9 in a non-equilibrium geometry.

Properties
SMILES: CCN(CC)CC.CCN(CC)CC.O=C1CCCO1.O=C1CCCO1.O=C1CCCO1.CC(N)=O.CC(N)=O.CC(N)=O
Electronic energy: -2131.90015 Eh
HOMO: -8.36 eV
Energy relative to the best compared isomer or geometry (same formula, charge and spin): 0.0 kJ/mol

The geometry in XYZ format:
```
107
C30H63N5O9 | the OMol25 dataset | ωB97M-V with the def2-TZVPD basis set
O 0.5394 4.4256 3.8182
C 0.9726 4.3251 2.6872
N 0.1796 3.9513 1.6399
C 2.4472 4.4815 2.4449
H -0.8031 3.7567 1.7024
H 0.5764 4.0791 0.7245
H 2.9900 3.7781 3.0722
H 2.7339 5.4771 2.7854
H 2.7710 4.3623 1.4104
O 1.7301 -0.8083 -0.2293
C 0.5417 -0.5551 -0.3458
N -0.4394 -1.4445 -0.1073
C 0.1299 0.8752 -0.5661
H -0.1517 -2.3896 0.1098
H -1.4148 -1.1830 -0.2248
H -0.9254 1.0204 -0.8361
H 0.6857 1.2687 -1.4205
H 0.2981 1.5246 0.2918
O -0.2364 -4.3525 1.1881
C -0.1740 -5.4702 1.6658
N -0.9554 -6.4956 1.2211
C 0.8767 -5.8255 2.6751
H -1.6246 -6.3033 0.4943
H -1.0995 -7.3090 1.7912
H 1.8366 -5.4393 2.3418
H 0.9398 -6.8871 2.9051
H 0.6610 -5.3069 3.6140
C -5.4241 0.5049 -0.2319
C -3.9189 0.3548 -0.0398
N -3.2446 -0.6920 -0.7855
C -3.2097 -0.3945 -2.2226
C -2.2247 -1.2579 -3.0239
C -3.6967 -2.0551 -0.4827
C -3.7200 -2.3259 1.0218
H -5.6790 0.5304 -1.2922
H -5.7529 1.4411 0.2210
H -6.0080 -0.2966 0.2240
H -3.4297 1.3084 -0.2818
H -3.6606 0.2781 1.0215
H -2.9134 0.6529 -2.3093
H -4.2213 -0.4788 -2.6462
H -1.9638 -2.1648 -2.4836
H -1.2832 -0.7339 -3.1937
H -2.6324 -1.5451 -3.9910
H -4.6824 -2.2403 -0.9292
H -2.9463 -2.7352 -0.8864
H -3.9036 -3.3788 1.2334
H -2.7591 -2.0983 1.4881
H -4.4869 -1.7232 1.5084
C 0.6475 -1.6801 3.5583
C 0.8027 -0.1655 3.6164
N 2.0238 0.3060 4.2641
C 3.0078 0.6676 3.2553
C 3.6365 -0.5344 2.5735
C 1.7252 1.4178 5.1759
C 1.0660 0.9233 6.4549
H -0.2859 -1.9168 3.0408
H 0.6102 -2.1042 4.5654
H 1.4687 -2.1848 3.0537
H 0.7182 0.2326 2.5918
H -0.0818 0.2092 4.1383
H 2.6237 1.3512 2.4746
H 3.8216 1.2465 3.7108
H 4.0198 -1.2849 3.2683
H 2.9000 -1.0111 1.9268
H 4.4946 -0.2431 1.9628
H 1.0559 2.1591 4.7119
H 2.6609 1.9318 5.4032
H 0.1703 0.3423 6.2296
H 0.7838 1.7781 7.0687
H 1.7413 0.2592 6.9957
O -1.5712 6.6335 -3.7708
C -1.7075 5.7462 -2.9877
O -1.3029 4.4797 -3.2548
C -1.5560 3.6037 -2.1567
C -2.4399 4.3633 -1.1662
C -2.3328 5.8292 -1.6115
H -0.5813 3.4524 -1.6727
H -1.8895 2.6067 -2.4331
H -2.1690 4.1722 -0.1305
H -3.4859 4.0494 -1.2302
H -1.7256 6.3970 -0.9099
H -3.3100 6.2929 -1.7024
O 2.0026 2.1997 -8.1146
C 1.3284 2.2221 -7.1310
O 1.8435 2.4561 -5.8998
C 0.7964 2.5871 -4.9228
C -0.4379 1.8978 -5.5255
C -0.1643 1.9885 -7.0269
H 0.6400 3.6342 -4.6721
H 1.1490 2.0594 -4.0366
H -1.3578 2.4129 -5.2590
H -0.4495 0.8671 -5.1751
H -0.6795 2.8303 -7.4914
H -0.4310 1.0993 -7.5929
O 5.0321 -5.8515 -2.6911
C 4.5664 -5.0268 -1.9608
O 3.7547 -4.0353 -2.4028
C 3.0899 -3.4185 -1.2756
C 4.0746 -3.5734 -0.1121
C 4.7694 -4.8944 -0.4585
H 2.1407 -3.9230 -1.0975
H 2.9471 -2.3714 -1.5117
H 3.5305 -3.6360 0.8303
H 4.7781 -2.7474 -0.0505
H 4.3660 -5.7429 0.0901
H 5.8469 -4.8664 -0.2980
```

Here are the Mulliken charges for atoms 1 to 6, given in e: -0.6498, 0.6381, -0.1180, -0.8685, 0.0957, 0.0760